Entry from the Open Molecules 2025 dataset: a 2-piece molecular cluster, CH2O4S2 overall (ωB97M-V with the def2-TZVPD basis set).

Results
Energy above the lowest of the compared OMol25 structures with the same formula, charge and spin in kcal per mole: 35.8
Maximum force in eV/A: 3.170
Molar mass in g mol⁻¹: 142.16
HOMO-LUMO gap in eV: 9.161

```
! RIJCOSX wB97M-V def2-TZVPD def2/J DEFGRID3
* xyz 0 1
C -0.123 0.531 -0.005
O 2.254 1.181 -0.586
O 0.715 0.913 -2.600
O 3.967 -0.880 0.395
O 2.617 -1.214 -1.639
S 0.967 0.702 -1.174
S 3.829 -0.690 -0.989
H 0.442 0.514 0.947
H -1.195 0.315 -0.057
*
```

These are the Mulliken partial charges, in e, on atoms 1 to 8: atom 1 (C): -0.46, atom 2 (O): -0.60, atom 3 (O): -0.52, atom 4 (O): -0.34, atom 5 (O): -0.48, atom 6 (S): 1.02, atom 7 (S): 0.80, atom 8 (H): 0.26